1.
Computed, not measured: 5 unconnected molecules or ions with the total composition C16H26O19S4, with ωB97M-V/def2-TZVPD.

Summary:
HOMO-LUMO gap: 8.92 eV
E_tot: -3647.21277 Ha
Structure (SMILES): CC[C@@H](C)C1=CC(=O)OC1=O.O=S1(=O)OCCO1.O=S1(=O)OCCO1.O=S1(=O)OCCO1.O=S1(=O)OCCO1
Highest occupied orbital energy: -10.591 eV
Molar mass: 650.6 g/mol

```
65
C16H26O19S4 ωB97M-V/def2-TZVPD
C 5.016 0.093 -3.082
C 5.078 -1.259 -2.102
C 4.183 -2.408 -2.883
C 4.673 -3.932 -2.458
C 2.569 -2.285 -2.624
C 1.673 -2.605 -3.773
C 0.212 -2.407 -3.051
O -0.856 -2.791 -3.764
O 0.229 -1.825 -1.684
C 1.681 -1.877 -1.309
O 2.046 -1.592 -0.056
H 6.004 0.257 -3.687
H 4.686 0.996 -2.416
H 4.156 -0.071 -3.892
H 4.596 -1.083 -1.050
H 6.162 -1.693 -1.989
H 4.390 -2.291 -4.042
H 4.342 -4.188 -1.358
H 5.851 -3.955 -2.503
H 4.278 -4.729 -3.224
H 1.957 -2.923 -4.881
O -2.130 1.063 -0.662
S -2.417 -0.175 -1.352
O -1.510 -1.299 -1.362
O -2.820 0.182 -2.891
C -4.130 -0.310 -3.166
C -4.859 -0.300 -1.825
O -3.883 -0.700 -0.866
H -4.037 -1.329 -3.556
H -4.625 0.320 -3.910
H -5.715 -0.979 -1.811
H -5.193 0.711 -1.565
O 3.524 -0.435 6.096
S 2.810 -1.607 5.640
O 2.937 -2.901 6.269
O 3.081 -1.778 4.041
C 1.838 -1.750 3.342
C 0.908 -0.895 4.198
O 1.225 -1.232 5.546
H 1.468 -2.778 3.265
H 1.974 -1.337 2.339
H -0.147 -1.090 3.989
H 1.115 0.172 4.059
O -7.943 2.886 2.026
S -7.031 1.785 1.812
O -7.403 0.579 1.110
O -6.389 1.370 3.253
C -4.969 1.491 3.193
C -4.696 2.580 2.159
O -5.669 2.376 1.137
H -4.558 0.529 2.871
H -4.567 1.747 4.177
H -3.686 2.518 1.747
H -4.856 3.576 2.583
O 2.496 4.584 2.019
S 1.782 3.412 1.563
O 1.909 2.119 2.192
O 2.053 3.241 -0.035
C 0.810 3.269 -0.734
C -0.120 4.124 0.121
O 0.197 3.787 1.470
H 0.440 2.241 -0.812
H 0.945 3.683 -1.737
H -1.175 3.929 -0.087
H 0.087 5.191 -0.018
```

2.
Computed, not measured: a molecular structure, C16H27BF11NO16S3Zr, with ωB97M-V/def2-TZVPD.

Summary:
Relative energy (zero: lowest compared OMol25 entry of this formula, charge and spin): 1847.0 kJ/mol
HOMO-LUMO gap: 3.90 eV
E_tot: -4248.69777 Ha
Highest occupied orbital energy: -9.812 eV
Molar mass: 896.6 g/mol

```
76
C16H27BF11NO16S3Zr ωB97M-V/def2-TZVPD
Zr -1.984 -0.853 -0.949
N -5.103 -0.859 0.316
S -6.080 -0.191 1.306
O -6.282 -0.807 2.615
O -7.096 0.653 0.725
F -5.048 1.024 1.760
S -6.485 -1.807 -0.216
O -7.232 -1.114 -1.250
O -7.029 -2.781 0.625
F -5.610 -2.803 -1.096
B -0.255 -0.483 1.709
H -1.300 -0.296 1.901
H 0.350 -0.451 2.602
H -0.184 -1.354 1.076
H 0.017 0.353 1.084
O -1.298 -2.939 -3.155
C -1.643 -2.782 -4.534
C -2.502 -1.505 -4.990
O -2.833 -0.590 -3.964
H -2.011 -3.713 -4.966
H -0.718 -2.503 -5.038
H -3.480 -1.772 -5.389
H -2.006 -1.008 -5.824
C 1.395 -4.593 3.160
C 0.291 -4.539 4.288
O -0.713 -5.522 3.995
C -1.686 -5.414 3.009
O -1.771 -4.507 2.193
C -2.591 -6.654 3.000
F -2.963 -6.820 4.285
F -3.680 -6.397 2.290
F -1.749 -7.629 2.528
H 2.147 -3.808 3.242
H 1.011 -4.624 2.140
H 1.951 -5.526 3.247
H -0.205 -3.585 4.466
H 0.832 -4.608 5.232
C 4.132 -1.883 -1.950
C 3.797 -1.106 -3.290
O 3.885 0.350 -3.172
C 2.750 1.007 -2.923
O 1.651 0.476 -2.552
C 2.942 2.524 -2.840
F 4.184 2.835 -3.226
F 2.058 3.147 -3.460
F 2.919 2.878 -1.541
H 5.205 -1.913 -1.759
H 3.607 -2.825 -2.103
H 3.672 -1.531 -1.026
H 2.857 -1.471 -3.704
H 4.465 -1.344 -4.117
C -3.662 6.401 -3.070
C -3.220 5.046 -2.509
O -2.611 5.381 -1.364
C -2.101 4.375 -0.603
O -2.121 3.191 -0.894
C -1.495 4.922 0.757
F -0.454 4.237 1.133
F -1.229 6.317 0.735
F -2.360 4.674 1.676
H -2.759 7.007 -3.127
H -4.442 6.954 -2.547
H -3.979 6.384 -4.113
H -2.565 4.517 -3.202
H -3.995 4.325 -2.250
C 5.488 2.011 3.228
C 6.157 3.054 4.162
O 7.497 3.109 3.775
S 7.887 2.452 2.382
O 9.244 1.955 2.539
O 7.651 3.192 1.127
O 6.642 1.406 2.551
H 4.925 2.487 2.425
H 4.896 1.344 3.853
H 6.258 2.867 5.231
H 5.768 4.056 4.344
```

3.
Computed, not measured: a molecular structure, C16H27BN11NdO2S3, with ωB97M-V/def2-TZVPD.

Summary:
Relative energy (zero: lowest compared OMol25 entry of this formula, charge and spin): 71.1 kJ/mol
HOMO-LUMO gap (alpha / beta): 7.94 / 7.95 eV
E_tot: -3159.12815 Ha
Total charge: +2
Multiplicity: 4
Highest occupied orbital energy (alpha / beta): -14.321 / -14.325 eV
⟨S²⟩: 3.752
Molar mass: 656.7 g/mol

```
61
C16H27BN11NdO2S3 ωB97M-V/def2-TZVPD
Nd -0.619 -0.047 0.054
C 2.110 1.150 2.824
C 3.035 1.526 1.671
S 2.526 0.906 0.047
C 2.662 2.392 -0.955
C 1.718 3.528 -0.574
S 0.002 3.009 -0.467
C -0.537 3.678 1.124
C 0.267 3.235 2.343
S 0.352 1.442 2.598
H 2.438 1.667 3.726
H 2.173 0.083 3.042
H 4.039 1.160 1.885
H 3.120 2.608 1.584
H 2.486 2.076 -1.985
H 3.694 2.744 -0.924
H 1.781 4.318 -1.322
H 2.011 3.979 0.373
H -1.583 3.377 1.211
H -0.555 4.767 1.068
H -0.179 3.684 3.230
H 1.285 3.617 2.291
C 2.041 -2.901 2.584
C 1.954 -2.089 1.460
N 0.678 -1.832 1.138
N -0.075 -2.490 2.070
C 0.721 -3.121 2.940
B -1.626 -2.649 1.978
N -2.008 -2.971 0.503
C -2.636 -4.064 0.051
C -2.820 -3.946 -1.316
C -2.261 -2.715 -1.625
N -1.765 -2.122 -0.532
N -2.380 -1.378 2.450
C -3.289 -1.280 3.427
C -3.803 0.006 3.436
C -3.137 0.645 2.400
N -2.272 -0.183 1.807
H 2.926 -3.292 3.057
H 2.758 -1.687 0.862
H 0.291 -3.712 3.733
H -1.958 -3.565 2.680
H -2.913 -4.850 0.736
H -3.298 -4.648 -1.978
H -2.207 -2.222 -2.584
H -3.515 -2.140 4.037
H -4.558 0.408 4.089
H -3.252 1.658 2.044
N 1.134 -1.215 -2.152
N 0.640 -0.866 -3.421
C -0.447 -0.085 -3.514
N -0.986 0.168 -4.692
N -0.873 0.379 -2.319
N -2.075 1.024 -2.194
O -2.329 1.202 -0.963
O -2.792 1.368 -3.080
H 2.117 -0.974 -2.098
H 1.017 -2.214 -2.010
H 1.043 -1.276 -4.251
H -0.606 -0.239 -5.532
H -1.804 0.754 -4.748
```

F_max? In order: 9.949; 10.060; 2.351 eV Å⁻¹.